The ion C6H10N3O with charge +1, computed with the ωB97M-V functional and the def2-TZVPD basis.

Structure (XYZ):
```
20
Properties=species:S:1:pos:R:3:forces:R:3:mulliken_charge:R:1
C 1.008 2.648 -1.635 -0.1 0.6 -0.2 -0.36
N 0.296 1.610 -1.704 0.2 -1.0 -1.9 -0.51
O -0.292 1.158 -0.526 -0.1 -0.7 1.3 -0.05
C -0.188 -0.257 -0.366 1.1 2.1 1.2 -0.21
N -1.202 -0.766 0.509 0.8 -0.7 -0.5 0.18
C -2.556 -0.853 0.062 -1.1 2.5 -1.2 -0.87
C -0.631 -1.504 1.500 3.2 2.8 -2.8 -0.38
C 0.723 -1.334 1.504 0.9 -2.8 2.4 -0.31
N 1.077 -0.533 0.440 0.4 1.5 -0.6 0.16
C 2.194 0.074 0.172 -0.5 -4.6 4.6 -0.30
H 1.192 3.156 -0.680 0.0 0.1 -0.4 0.36
H 1.402 3.027 -2.627 -0.5 -0.5 1.5 0.29
H 0.056 -0.739 -1.284 -0.8 -0.5 -1.2 0.51
H -3.178 -0.790 0.983 0.0 -0.1 -1.0 0.36
H -2.651 0.163 -0.566 -0.5 -2.4 1.3 0.31
H -2.796 -1.723 -0.595 0.2 0.6 0.6 0.29
H -1.155 -1.984 2.202 -2.1 -1.9 2.4 0.55
H 1.446 -1.861 2.263 -1.3 1.6 -1.9 0.33
H 2.267 0.795 -0.508 0.3 2.5 -2.9 0.42
H 2.988 -0.288 0.855 -0.1 0.8 -0.8 0.25
```
Positions in Å, forces in eV/Å.

Values from the calculation:
energy above the lowest of the compared OMol25 structures with the same formula, charge and spin: 559.1 kJ/mol
spin multiplicity: 1
calculated total energy: -12890.847 eV
SMILES string: C=NO[C@@H]1N(C)C=C[N+]1=C
frontier orbital gap (spin up / spin down): 7.8 / 7.8 eV
net charge: +1
E_HOMO (spin up / spin down): -12.70 / -12.70 eV

***

A cluster of 5 separate species, C20H28N4O in total, computed with the ωB97M-V functional and the def2-TZVPD basis.

Structure (XYZ):
```
53
Properties=species:S:1:pos:R:3:forces:R:3:mulliken_charge:R:1
C -3.085 0.182 0.492 0.3 0.4 -1.0 0.15
C -3.932 -0.380 -0.539 -0.1 0.8 2.1 -0.44
C -5.188 0.057 -0.167 -0.3 -0.9 -1.5 -0.61
N -5.151 0.903 0.899 0.3 -0.4 -0.9 0.06
C -3.823 1.047 1.252 -0.4 -0.3 0.9 -0.77
H -2.027 0.005 0.613 -0.1 0.1 0.0 0.33
H -3.636 -1.004 -1.370 -0.2 -0.1 0.2 0.43
H -6.107 -0.244 -0.648 -0.2 0.3 0.2 0.36
H -6.008 1.284 1.273 0.6 0.2 0.2 0.20
H -3.524 1.704 2.054 -0.1 -0.2 0.0 0.28
C -1.783 -3.316 -3.520 0.0 0.4 0.7 0.05
C -2.386 -4.318 -2.710 0.2 -1.8 -1.8 -0.36
C -2.632 -5.436 -3.583 0.1 2.5 0.8 -0.62
N -2.266 -5.026 -4.846 0.7 0.9 0.1 0.01
C -1.694 -3.738 -4.807 -1.5 -1.4 -0.3 -0.80
H -1.469 -2.337 -3.189 0.0 0.0 0.1 0.40
H -2.556 -4.225 -1.647 0.0 -0.3 -0.1 0.39
H -3.110 -6.388 -3.404 0.2 0.1 0.0 0.39
H -2.416 -5.501 -5.725 0.0 -0.2 0.5 0.21
H -1.574 -3.177 -5.722 0.4 -0.2 0.1 0.33
C 6.253 -0.573 -1.361 0.0 -1.2 -1.5 -0.57
C 5.795 0.276 -0.377 -1.6 1.4 0.8 -0.07
C 6.805 0.551 0.510 -0.8 -0.3 -0.1 -0.83
N 7.875 -0.199 0.088 0.3 0.7 1.1 0.01
C 7.515 -0.860 -1.027 2.6 -1.0 -0.5 -0.39
H 5.845 -1.007 -2.261 -0.6 0.3 0.2 0.41
H 4.779 0.641 -0.327 0.1 0.2 0.2 0.48
H 6.686 1.127 1.415 0.7 -0.1 0.0 0.35
H 8.800 -0.236 0.494 -0.4 0.1 0.0 0.19
H 8.278 -1.459 -1.502 -0.2 -0.1 -0.2 0.39
C 2.513 -1.022 -0.914 -1.7 2.2 3.0 -0.49
C 1.279 -1.386 -1.404 -1.7 -0.6 -1.8 -0.33
C 0.205 -0.684 -0.822 1.4 -1.2 -0.7 -0.45
N 0.737 0.025 0.232 1.4 -0.8 -1.6 0.12
C 2.119 -0.179 0.158 1.5 0.2 0.2 -0.40
H 3.497 -1.249 -1.296 -0.1 -0.2 0.5 0.19
H 1.301 -2.162 -2.155 -1.0 0.2 -0.4 0.42
H -0.812 -0.586 -1.172 0.1 -0.2 0.3 0.27
H 0.228 0.784 0.662 0.5 -0.2 0.3 0.24
H 2.809 0.139 0.926 -0.4 0.5 0.1 0.45
C -1.161 4.112 2.555 1.5 1.0 -1.8 -0.44
C -2.369 4.130 3.387 -2.3 1.0 1.3 -0.48
C -2.035 3.343 4.667 -0.2 -0.8 -1.0 -0.37
O -0.657 3.288 4.641 2.0 -0.4 0.4 -0.43
C -0.194 3.275 3.302 1.4 -0.4 0.6 -0.32
H -0.675 5.084 2.473 -0.4 0.3 0.1 0.25
H -1.320 3.840 1.511 -0.1 -0.5 0.1 0.33
H -3.229 3.706 2.869 -0.1 0.2 0.1 0.21
H -2.570 5.170 3.645 -0.5 0.0 0.0 0.30
H -2.383 2.320 4.521 -0.6 -0.3 0.3 0.23
H -2.312 3.699 5.659 -0.4 0.3 -0.3 0.30
H -0.044 2.300 2.837 -0.4 -0.7 0.4 0.12
H 0.807 3.702 3.360 0.0 0.1 -0.2 0.32
```
Positions in Å, forces in eV/Å.

Values from the calculation:
energy above the lowest of the compared OMol25 structures with the same formula, charge and spin: 545.0 kJ/mol
spin multiplicity: 1
calculated total energy: -29198.389 eV
SMILES string: c1cc[nH]c1.c1cc[nH]c1.c1cc[nH]c1.c1cc[nH]c1.C1CCOC1
frontier orbital gap: 8.5 eV
E_HOMO: -7.73 eV

***

| no. | maximum force (eV/Å) |
| --- | --- |
| 1 | 6.5 |
| 2 | 4.1 |